[1]
77
Properties=species:S:1:pos:R:3:forces:R:3:mulliken_spin:R:1 method="wB97M-V/def2-TZVPD" relative_energy_kj_mol=0.0 spin_multiplicity=4 total_charge=+2 max_force_ev_per_a=3.013 orbital_gap_ha="0.240 / 0.171"
Re -0.5592 1.6335 -1.8110 0.49 -1.04 0.22 0.757
C -0.8051 4.8926 -3.4506 0.73 0.93 0.49 -0.009
C -1.8290 5.1935 -2.6550 -0.18 0.79 -0.23 -0.002
C -3.2534 5.2615 -3.1167 -0.14 0.69 -0.16 -0.006
C -3.5947 4.2282 -4.2165 -0.25 0.45 0.09 0.016
C -2.8567 2.9291 -4.0654 -0.54 -0.40 -0.68 -0.103
C -1.6451 2.5728 -4.5405 -0.77 -0.05 -1.21 0.083
C -0.7125 3.4172 -5.3584 0.20 0.19 -0.34 -0.013
C -0.7518 4.8884 -4.9294 -0.26 -0.48 -0.49 0.028
C -0.3600 -0.4632 -1.7640 -0.10 -0.52 0.22 -0.025
H 0.1543 4.6528 -3.0213 0.03 0.71 0.01 -0.023
H -1.6513 5.6082 -1.6602 0.26 -0.63 -0.17 0.006
H -3.4670 6.2616 -3.5317 -0.05 -0.23 0.25 -0.001
H -3.9249 5.1538 -2.2503 0.13 0.00 -0.24 0.000
H -4.6802 4.0209 -4.1623 0.51 0.03 -0.06 0.003
H -3.4339 4.6899 -5.2038 0.05 -0.38 0.37 0.004
H -3.5316 2.1572 -3.6775 0.59 0.29 -0.32 0.037
H -1.4547 1.5307 -4.7639 -0.01 -0.16 0.64 0.073
H -0.9635 3.3320 -6.4272 -0.05 -0.13 0.23 -0.003
H 0.3037 2.9975 -5.2744 -0.22 0.27 0.07 -0.001
H 0.1755 5.3756 -5.2691 -0.36 0.00 0.22 0.000
H -1.6031 5.4193 -5.3752 0.40 -0.16 0.08 0.002
H 0.6143 -0.4800 -2.2903 -0.04 -0.05 0.21 0.003
H -1.0352 -1.0833 -2.3514 -0.09 0.08 0.44 0.012
H -0.2468 -0.9103 -0.7646 0.13 0.22 -0.49 0.001
P -2.7430 1.2083 -1.5639 0.67 -2.34 1.78 0.080
P -0.7248 3.3173 -0.2849 2.21 0.21 0.14 0.006
N -3.2964 0.0981 -3.2286 -0.33 0.24 -0.38 0.021
N -3.5877 -0.1678 -0.6181 1.46 1.17 -0.84 -0.002
N 0.8039 4.3227 -0.9865 -2.04 -0.28 1.43 0.006
N -0.2185 3.5277 1.5590 -0.38 0.14 -1.14 0.040
C -3.4705 2.6394 -0.6003 -0.94 0.27 -0.16 0.020
C -2.5022 3.7142 -0.0159 -0.13 0.60 0.18 -0.021
C -2.3150 -0.3092 -4.1102 -0.67 0.82 0.96 0.344
C -2.8802 -0.8404 -5.2694 -2.30 -0.37 -0.54 0.044
C -4.2836 -0.7892 -5.0858 1.92 -0.41 -1.24 0.194
C -4.5131 -0.1911 -3.8286 1.35 0.22 1.03 0.338
C -3.2849 -1.5177 -0.8044 -1.04 -0.51 0.07 0.004
C -4.3592 -2.2933 -0.3701 0.98 1.18 -0.28 0.001
C -5.3364 -1.3975 0.1619 0.76 1.30 -0.53 0.000
C -4.8477 -0.1039 -0.0298 -0.67 -0.78 0.21 -0.001
C 1.7019 3.7669 -1.9004 0.73 0.29 -0.51 0.033
C 2.6259 4.7482 -2.2861 -1.22 -1.25 0.66 0.003
C 2.2734 5.9421 -1.6133 -1.29 -0.66 0.84 0.002
C 1.1273 5.6684 -0.8571 0.90 0.17 -0.40 0.001
C 0.4486 4.5846 2.1571 -0.41 -1.18 -1.16 0.300
C 0.4626 4.3890 3.5450 -0.95 -1.81 1.16 0.172
C -0.2276 3.1717 3.8069 1.25 2.03 0.26 0.091
C -0.6552 2.6821 2.5694 0.10 0.58 -1.15 0.308
H -4.0004 2.1938 0.2535 0.05 0.30 -0.45 0.003
H -4.1916 3.1198 -1.2809 0.03 -0.01 0.46 -0.003
H -2.6994 4.7288 -0.3785 -0.25 -0.43 0.04 0.002
H -2.6316 3.7771 1.0727 -0.08 -0.19 -0.23 0.002
H -1.2546 -0.1833 -3.9271 -0.49 -0.12 0.06 0.072
H -2.2979 -1.1791 -6.1180 -0.33 -0.14 0.10 -0.001
H -5.0349 -1.1303 -5.7850 0.03 0.05 0.15 0.001
H -5.4543 0.0274 -3.3370 0.14 -0.03 0.00 0.000
H -2.3415 -1.8292 -1.2217 -0.29 0.01 0.09 -0.004
H -4.4252 -3.3670 -0.4559 0.09 0.05 0.25 0.000
H -6.2712 -1.6498 0.6379 0.04 0.04 -0.08 0.000
H -5.2851 0.8500 0.2297 -0.13 -0.31 -0.01 0.000
H 1.6409 2.7243 -2.2225 0.35 0.58 0.31 -0.020
H 3.4825 4.5561 -2.9136 -0.10 0.11 -0.04 0.000
H 2.8250 6.8645 -1.6032 -0.07 0.15 -0.07 0.001
H 0.5847 6.3088 -0.1785 -0.05 0.07 -0.23 0.002
H 0.8838 5.3701 1.5549 0.03 -0.12 0.21 0.029
H 0.9178 5.0592 4.2589 -0.02 -0.10 -0.02 0.000
H -0.4045 2.6969 4.7628 0.05 0.12 -0.13 0.001
H -1.2659 1.8250 2.3450 0.05 -0.12 0.01 0.054
F 2.4770 -1.0843 2.0893 -0.16 0.67 -1.31 0.000
C 2.4774 -0.6641 0.7993 0.92 -0.73 0.29 0.001
F 3.7524 -0.4353 0.4250 -1.20 -0.03 0.22 0.000
F 1.9745 -1.6581 0.0348 0.21 0.83 0.45 0.000
S 1.4349 0.8909 0.6564 0.80 -0.58 0.66 -0.001
O 0.1655 0.4378 1.2164 0.62 0.72 -0.30 0.015
O 2.1926 1.9265 1.3191 -0.80 -0.62 -0.21 0.008
O 1.3369 1.1534 -0.8217 0.13 -0.19 0.27 0.017

[2]
16
Properties=species:S:1:pos:R:3:forces:R:3:nbo_charge:R:1 method="wB97M-V/def2-TZVPD" relative_energy_kj_mol=161.4 total_charge=+1 max_force_ev_per_a=4.362 orbital_gap_ha=0.331
C 0.0645 -0.8336 0.5775 0.54 0.08 2.36 0.809
C 0.3592 1.2169 -1.1371 0.82 -0.19 1.99 -0.633
C -0.0775 1.5847 1.3803 -1.05 -3.97 1.47 -0.602
C -0.3033 0.6086 0.1407 -0.79 -0.40 -0.54 -0.241
N 0.2093 -2.5093 -0.6896 0.14 1.85 0.06 -0.910
O 0.1572 -1.3708 1.5979 -0.01 0.80 -1.38 -0.382
I -2.3615 0.1039 -0.2362 -0.58 -0.02 -0.17 0.259
H 1.0699 1.9418 -0.6735 0.05 -0.65 -0.96 0.240
H -0.3794 1.8200 -1.6080 -0.54 0.26 -0.71 0.252
H 0.8443 0.4955 -1.8176 -0.34 0.42 0.39 0.246
H -0.4422 1.2794 2.4414 0.59 -0.27 -2.11 0.259
H -0.3790 2.5731 1.3402 -0.63 1.92 -1.29 0.259
H 0.9426 1.4326 1.2710 2.46 0.88 1.17 0.217
H 0.9806 -2.9944 -1.1138 0.76 -0.04 0.24 0.422
H -0.3987 -2.2688 -1.4274 -1.09 0.16 -1.12 0.399
H -0.2860 -3.0798 -0.0457 -0.33 -0.83 0.59 0.406

[3]
15
Properties=species:S:1:pos:R:3:forces:R:3:nbo_charge:R:1 method="wB97M-V/def2-TZVPD" relative_energy_kj_mol=521.5 total_charge=+1 max_force_ev_per_a=4.556 orbital_gap_ha=0.406
C 0.1915 1.5696 -0.5255 1.98 -1.34 2.19 -0.691
C -0.3486 0.1638 -0.8024 3.54 0.98 -0.48 0.057
C -0.5423 -0.8128 0.3405 -3.02 1.96 0.31 -0.528
C 0.6400 -1.7241 0.3645 0.87 -3.10 1.42 -0.111
O 1.2811 -1.7180 -0.9398 1.41 -1.18 -0.85 -0.240
N 0.9789 -0.7123 -1.7059 -2.93 1.56 3.12 0.541
O 1.4589 -0.4938 -2.7239 0.71 -0.43 -0.66 -0.123
H 1.1508 1.7049 0.0810 -1.15 -1.13 -0.41 0.250
H -0.5204 2.0455 0.0805 -1.37 0.59 0.98 0.262
H 0.3900 2.2575 -1.2720 -0.14 0.66 -2.46 0.262
H -0.9435 0.1829 -1.6644 -1.62 -0.24 -0.70 0.238
H -1.6106 -1.2737 0.1788 2.36 0.20 0.40 0.279
H -0.6402 -0.1862 1.2912 0.34 -0.98 -1.16 0.286
H 1.4925 -1.6221 1.1219 -1.36 0.73 -1.06 0.258
H 0.3226 -2.8207 0.5446 0.40 1.72 -0.65 0.261

[4]
13
Properties=species:S:1:pos:R:3:forces:R:3:nbo_charge:R:1 method="wB97M-V/def2-TZVPD" relative_energy_kj_mol=596.3 total_charge=0 max_force_ev_per_a=4.171 orbital_gap_ha=0.366
C -1.0522 0.5227 -1.3130 0.07 0.55 1.87 -1.140
Si 0.4903 0.2499 -0.3396 0.19 1.52 3.88 1.600
C 0.9920 -1.4563 0.1657 0.38 -0.08 -0.38 -1.155
O 0.4737 1.3304 1.4195 0.94 -2.06 -3.49 -0.579
O -0.5611 0.7202 2.1984 -1.31 0.95 -0.47 -0.492
H -1.8984 0.6980 -0.6185 0.34 -0.49 -0.36 0.261
H -0.9830 1.4110 -1.9063 0.10 0.17 -0.78 0.260
H -1.1167 -0.4167 -1.8073 -0.72 -0.51 -1.00 0.246
H 1.7000 0.8781 -0.6158 1.39 1.14 -1.19 -0.225
H 1.4288 -1.1924 1.1530 -0.04 -0.75 -0.49 0.275
H 0.1003 -2.0267 0.2645 -0.80 -0.72 0.68 0.236
H 1.6473 -2.0985 -0.4938 -0.35 1.22 0.71 0.260
H -1.2209 1.3805 1.8930 -0.18 -0.95 1.04 0.453

[5]
69
Properties=species:S:1:pos:R:3:forces:R:3:mulliken_spin:R:1 method="wB97M-V/def2-TZVPD" spin_multiplicity=3 total_charge=+1 max_force_ev_per_a=8.613 orbital_gap_ha="0.174 / 0.239"
Mo -0.0050 -0.0033 0.0030 4.98 -1.13 -6.94 0.733
C -0.5470 -1.0119 5.0265 0.00 0.01 -0.22 0.000
C -1.0598 -1.6986 3.8090 0.07 -0.02 2.24 0.001
N -1.7943 -2.7616 3.8158 0.03 0.02 -0.76 0.002
N -2.0222 -3.0310 2.4771 1.26 1.85 -0.17 0.000
C -1.4093 -2.1086 1.6843 -1.08 -1.20 0.62 0.018
S -1.3934 -2.0115 0.0208 -0.30 -0.80 -0.39 -0.022
N -0.7899 -1.2513 2.5507 -1.18 -1.30 -0.38 -0.008
N -0.0565 -0.1716 2.1074 1.49 1.82 2.82 0.020
H -0.8806 -1.5351 5.9217 0.01 0.02 -0.15 0.000
H -0.9160 0.0165 5.0545 0.07 -0.01 0.11 0.000
H 0.5455 -0.9941 5.0086 -0.03 0.05 0.11 0.000
H -2.5764 -3.8196 2.1764 0.05 0.04 0.05 -0.001
H 0.9549 -0.1864 2.4565 -1.43 -0.53 -0.46 0.006
H -0.4103 0.7572 2.4991 0.17 -1.55 -0.40 0.004
C -4.7343 2.5217 0.7239 -0.02 0.26 -0.11 0.006
C -3.9579 1.2391 1.0427 -0.26 -1.09 0.74 0.018
P -2.2359 1.1150 0.3788 -1.76 0.67 -0.32 0.059
C -2.6930 1.0855 -1.4311 0.54 1.32 -0.59 -0.009
C -1.5168 1.3202 -2.3714 -1.04 -0.88 -2.11 0.038
C -1.4892 2.4907 1.3710 0.20 1.18 -1.25 -0.021
C -0.1138 2.9171 0.8611 0.49 0.68 1.07 -0.004
H -5.7318 2.4453 1.1828 0.34 -0.03 -0.12 -0.001
H -4.8905 2.6653 -0.3520 0.10 0.00 0.29 0.001
H -4.2609 3.4186 1.1423 -0.10 -0.21 -0.17 0.000
H -4.5320 0.3829 0.6526 0.25 0.15 0.21 0.003
H -3.9062 1.1319 2.1393 -0.06 -0.11 -0.31 0.005
H -3.4382 1.8571 -1.6602 -0.04 -0.30 0.29 0.007
H -3.1251 0.0954 -1.6491 -0.01 0.22 0.60 0.006
H -1.0814 2.3088 -2.1988 -0.21 -0.33 -0.39 -0.001
H -1.8650 1.2803 -3.4198 -0.16 0.05 0.37 0.001
H -0.7394 0.5251 -2.2281 -1.71 0.94 -1.68 -0.018
H -1.3840 2.1452 2.4148 -0.57 0.07 -0.19 -0.001
H -2.1320 3.3790 1.3586 0.00 -0.31 0.30 0.000
H 0.6119 2.0705 0.9079 -0.72 1.63 0.08 -0.006
H 0.2755 3.7301 1.4955 -0.15 -0.28 -0.09 0.001
H -0.1826 3.2903 -0.1671 0.24 -0.27 0.33 0.001
C 0.8228 -2.8995 -2.8875 -0.13 -0.16 -0.36 0.001
C 1.1611 -1.4058 -2.7605 1.35 -1.88 -1.42 -0.005
C 2.6714 -1.2095 -2.9581 0.20 0.20 -0.22 0.009
O 0.8482 -1.0060 -1.5010 -1.73 0.67 3.47 0.072
H 1.1068 -3.2725 -3.8765 -0.05 0.05 0.07 0.001
H -0.2517 -3.0772 -2.7692 0.07 0.08 0.00 0.001
H 1.3488 -3.5090 -2.1457 0.02 0.25 0.02 0.000
H 0.6781 -0.9137 -3.6184 -0.42 0.55 0.58 0.003
H 3.2623 -1.7592 -2.2185 -0.25 0.01 0.03 -0.001
H 2.9484 -0.1525 -2.8925 -0.11 -0.09 0.03 -0.001
H 2.9751 -1.5648 -3.9476 -0.09 0.04 0.06 0.000
F 4.7003 4.7296 2.4184 -0.31 -0.05 -0.26 -0.005
C 4.6535 4.3001 1.1555 -0.35 -0.96 -0.15 -0.057
C 4.9938 5.1112 0.1331 0.25 -0.01 -0.75 0.126
F 5.4030 6.3581 0.3672 -0.23 -0.27 -0.12 0.012
C 4.9395 4.6176 -1.2468 0.21 -0.46 0.74 -0.030
C 5.0690 3.1679 -1.3805 0.18 0.49 -0.15 0.109
C 4.7012 2.3710 -0.3632 -0.13 0.48 0.98 -0.051
F 4.8650 1.0438 -0.4374 -0.43 0.10 -0.05 0.002
C 4.1832 2.9552 0.8671 1.85 1.10 -1.27 0.253
C 3.2113 2.3112 1.6150 -1.42 -1.83 0.48 0.038
C 2.5244 1.2294 1.0463 1.48 1.30 0.26 0.132
N 1.9369 0.4255 0.4292 0.65 -0.88 1.64 0.071
C 2.6893 2.8181 2.8390 0.11 -0.21 0.32 0.003
N 2.2577 3.2156 3.8321 -0.19 -0.17 -0.19 0.014
F 5.5931 2.6474 -2.4922 -0.26 0.20 0.21 0.009
C 4.7288 5.4274 -2.3232 0.13 0.40 -0.42 0.194
C 4.5007 6.8297 -2.1822 0.02 0.27 0.05 -0.019
N 4.2765 7.9526 -2.0659 0.02 -0.18 -0.07 0.101
C 4.5866 4.9073 -3.6472 0.04 -0.13 -0.17 -0.020
N 4.4400 4.4757 -4.7041 -0.01 0.13 0.16 0.100
O 0.1966 1.3159 -1.0520 0.12 0.30 3.52 0.103

[6]
67
Properties=species:S:1:pos:R:3:forces:R:3:nbo_charge:R:1 method="wB97M-V/def2-TZVPD" total_charge=+1 max_force_ev_per_a=2.635 orbital_gap_ha=0.174
C 0.3421 -3.2136 -4.0945 0.06 -0.45 0.57 -0.228
C 0.1272 -1.9188 -3.6360 -0.84 -0.03 0.08 -0.049
C -1.1645 -1.6296 -3.0757 0.20 0.20 0.37 0.160
C -1.8292 -2.6840 -2.4019 0.50 -0.85 -0.59 -0.091
C -1.5760 -3.9936 -2.8142 0.02 0.48 0.17 -0.193
C -0.5452 -4.2421 -3.7199 0.31 -0.10 -0.61 -0.276
C -2.6440 -2.2792 -1.2225 0.38 0.12 0.44 -0.417
C -3.4105 -1.0473 -1.5636 -0.95 0.68 0.29 -0.104
C -2.6862 -0.0518 -2.2667 0.25 0.09 0.36 0.260
C -2.9977 1.3209 -1.9778 -0.08 -0.77 -0.32 -0.136
C -4.3000 1.6106 -1.5877 -0.11 -0.20 0.57 -0.209
C -5.1686 0.5695 -1.2131 -0.35 0.36 -0.20 -0.273
C -4.7038 -0.7460 -1.1236 0.62 0.22 -0.18 -0.191
H 1.2158 -3.4280 -4.7184 -0.17 -0.07 0.37 0.208
H -2.2107 -4.7995 -2.4358 0.35 0.14 -0.03 0.214
H -0.3931 -5.2463 -4.1130 -0.03 0.23 0.09 0.216
H -3.2841 -3.0836 -0.8535 0.08 0.02 0.07 0.226
H -4.6290 2.6554 -1.5573 0.06 -0.36 0.21 0.207
H -6.2025 0.8035 -0.9565 0.29 -0.07 -0.04 0.215
H -5.3335 -1.5468 -0.7343 0.12 0.26 0.08 0.213
N -1.6453 -0.3610 -3.0838 1.92 1.04 1.48 -0.659
Al 0.1453 -0.1580 0.2536 -0.63 0.93 -1.44 1.325
C 1.1878 -0.8525 -3.5292 -1.05 0.21 -0.45 -0.679
H 0.8330 0.0857 -3.9812 0.25 -0.13 0.13 0.261
H 2.1264 -1.1795 -4.0032 -0.12 0.20 0.31 0.243
C -1.8731 2.3268 -1.9987 -0.36 -0.68 -0.69 -0.666
H -1.3257 2.2572 -2.9499 0.00 0.13 0.28 0.262
H -2.2682 3.3440 -1.8563 0.30 -0.17 0.05 0.241
P 1.5632 -0.4737 -1.7278 0.64 -1.28 -0.78 0.860
P -0.6195 2.0187 -0.6372 -0.99 0.90 -0.29 0.844
C -1.4256 2.8595 0.7689 0.00 0.02 0.19 -0.945
H -0.7402 2.8922 1.6278 -0.22 0.07 -0.14 0.220
H -1.6858 3.8852 0.4727 0.03 -0.27 0.16 0.249
H -2.3376 2.3198 1.0526 0.16 0.10 -0.07 0.269
C 0.6583 3.2411 -1.0860 0.37 -0.03 0.13 -0.944
H 0.2554 4.2530 -0.9366 0.13 -0.30 -0.11 0.255
H 1.5402 3.1057 -0.4477 -0.08 0.18 -0.19 0.232
H 0.9463 3.1190 -2.1381 -0.07 0.05 0.29 0.251
C 2.4824 -1.9741 -1.2339 0.12 -0.11 0.02 -0.950
H 3.2605 -2.1833 -1.9816 -0.18 -0.05 0.26 0.249
H 2.9477 -1.8176 -0.2508 -0.06 -0.09 -0.23 0.231
H 1.7953 -2.8273 -1.1745 0.14 0.14 -0.09 0.271
C 2.9391 0.7224 -1.8844 -0.09 0.35 0.32 -0.936
H 3.3019 0.9994 -0.8857 0.00 0.02 -0.27 0.232
H 3.7586 0.2534 -2.4481 -0.31 0.10 0.15 0.258
H 2.6088 1.6268 -2.4105 0.15 -0.26 0.14 0.251
H -1.8877 -1.9775 -0.3797 -1.41 -0.83 -1.15 0.180
H -1.2075 -0.7713 0.7972 0.65 -0.06 0.20 -0.346
O 1.5307 0.1950 1.3625 0.12 0.40 1.14 -0.843
C 1.7135 0.5638 2.6012 0.72 -0.38 -1.36 0.755
C 0.5672 0.8390 3.5071 -0.31 0.13 0.02 -0.515
C 0.4895 -0.1539 4.6762 -0.10 -0.15 0.30 -0.391
C 1.4806 0.1703 5.7891 -0.01 -0.26 0.24 -0.403
C 2.9418 0.0140 5.3860 0.17 0.02 0.20 -0.419
C 3.4086 1.0319 4.3526 0.19 -0.09 -0.05 -0.232
N 2.9709 0.6779 2.9867 -0.59 0.28 -0.21 -0.517
H 0.6830 1.8671 3.8928 -0.09 -0.28 -0.08 0.253
H -0.3603 0.7981 2.9185 0.33 0.04 0.10 0.258
H -0.5267 -0.1282 5.0896 0.21 0.05 -0.20 0.244
H 0.6522 -1.1795 4.3120 -0.07 0.22 0.04 0.216
H 1.3089 1.1962 6.1443 -0.01 -0.17 0.00 0.206
H 1.2882 -0.5023 6.6351 -0.02 0.21 -0.15 0.239
H 3.5740 0.1425 6.2729 -0.12 -0.02 -0.14 0.242
H 3.1265 -1.0020 5.0128 0.03 0.16 0.04 0.217
H 3.0362 2.0343 4.6013 0.13 -0.14 -0.08 0.215
H 4.5049 1.0676 4.3292 -0.35 0.05 -0.09 0.239
H 3.6699 0.5847 2.2484 -0.28 -0.16 0.35 0.432